(1)
Computed, not measured: 2 unconnected molecules or ions with the total composition C5H8NO at a distorted geometry, with the ωB97M-V functional and the def2-TZVPD basis.

Element x y z (Å)
C: -0.631 -0.403 1.524
H: -1.709 -0.713 1.397
N: 0.480 -0.692 -1.667
C: -0.008 0.133 -0.845
H: -1.123 1.486 -2.000
C: -0.822 1.300 -0.861
H: 0.968 -2.220 -2.985
C: 0.122 0.185 2.552
H: -1.589 1.267 -0.124
C: 1.269 -1.417 -2.328
H: 0.947 0.946 2.461
H: -0.166 2.084 -0.445
H: 2.273 -1.020 -2.324
H: -0.280 0.242 3.566
O: 0.268 -1.179 2.077

Properties
net charge = +1
E_LUMO (spin up / spin down) = -5.4 / -5.7 eV
strongest force on any atom = 4.6 eV/A
frontier orbital gap (spin up / spin down) = 7.69 / 7.25 eV
HOMO level (spin up / spin down) = -13.1 / -12.9 eV
E_tot = -324.83275 Ha

These are the Löwdin partial charges, in e, on atoms 1 to 2: number 1, C, carries -0.067; number 2, H, carries 0.172



(2)
Computed, not measured: C8H9NOS in the gas phase at a distorted geometry, with the ωB97M-V functional and the def2-TZVPD basis.

Element x y z (Å)
C: 0.080 -0.391 -0.447
H: 1.338 -3.490 0.658
N: -0.980 -0.232 -3.624
C: -1.005 0.446 -1.148
H: 2.804 1.186 0.583
C: -2.366 0.740 0.639
C: 1.794 -1.338 0.676
S: -0.350 -2.086 -0.615
H: 2.723 -1.428 1.261
H: -1.746 1.714 0.756
O: -2.290 0.194 -0.643
C: 1.063 -2.438 0.307
H: 1.686 1.281 1.812
C: 1.162 -0.031 0.251
H: -3.300 0.873 0.972
H: 1.209 2.081 0.243
C: -1.054 0.130 -2.558
H: -1.696 0.089 1.376
C: 1.718 1.201 0.714
H: -0.791 1.500 -1.216

Properties
E_LUMO = 0.7 eV
structure (SMILES) = CO[C@H](C#N)c1sccc1C
strongest force on any atom = 6.7 eV/A
frontier orbital gap = 9.83 eV
HOMO level = -9.2 eV
E_tot = -838.33701 Ha

These are the Löwdin partial charges, in e, on atoms 1 to 2: number 1, C, carries -0.442; number 2, H, carries 0.095



(3)
Computed, not measured: 2 unconnected molecules or ions with the total composition C5H12NO at a distorted geometry, with the ωB97M-V functional and the def2-TZVPD basis.

Element x y z (Å)
C: 0.393 1.058 -0.411
H: 3.573 -0.598 -0.170
H: -2.749 0.302 0.447
H: -1.461 2.118 -0.681
O: 0.961 -0.027 0.330
H: 0.467 -1.314 -1.190
H: 0.558 0.919 -1.458
H: -2.212 -0.200 -1.147
C: -1.088 1.341 0.060
H: 3.017 0.370 1.015
C: -1.091 -1.153 0.413
H: -1.025 -1.245 1.464
C: 0.339 -1.197 -0.097
H: -1.699 -2.076 0.085
N: 3.202 0.362 -0.021
H: 0.705 -2.148 0.294
H: 1.080 1.857 -0.049
C: -1.890 0.097 -0.094
H: -1.081 1.533 1.212

Properties
net charge = +1
E_LUMO (spin up / spin down) = -8.6 / -5.9 eV
strongest force on any atom = 3.4 eV/A
frontier orbital gap (spin up / spin down) = 6.82 / 10.01 eV
HOMO level (spin up / spin down) = -15.4 / -15.9 eV
E_tot = -327.24885 Ha

These are the Löwdin partial charges, in e, on atoms 1 to 2: number 1, C, carries -0.132; number 2, H, carries 0.050



(4)
Computed, not measured: a molecular structure, C19H23F6N4NiSb at a distorted geometry, with the ωB97M-V functional and the def2-TZVPD basis.

Element x y z (Å)
C: 0.535 -6.829 0.804
C: 0.560 0.531 -2.046
C: 1.098 -4.496 1.090
F: -1.993 -2.333 0.136
N: 0.894 0.970 -0.689
C: 0.910 -2.030 0.227
C: 2.281 1.004 -0.232
F: -1.641 -3.887 2.371
C: 1.452 -4.742 2.446
N: -1.681 0.343 -1.000
C: 1.085 -3.211 0.592
H: 1.589 -6.203 3.991
H: -3.637 1.007 -0.485
H: -2.520 2.262 -0.989
H: -1.194 2.425 4.606
F: -1.083 -1.314 2.294
H: -1.114 1.833 -2.358
C: -2.600 1.333 -0.418
H: 1.791 -3.917 3.056
H: 0.757 -8.035 2.564
C: -3.165 2.329 1.851
H: 0.380 -5.366 -0.755
H: 1.897 -0.405 2.271
C: -2.773 2.611 3.149
C: 0.868 -7.044 2.144
H: 0.457 0.176 3.851
H: -1.310 0.256 -3.104
H: 1.124 1.058 -2.821
C: -2.275 1.668 1.024
H: 2.886 1.739 -0.771
H: 0.789 -0.534 -2.118
C: 0.647 0.973 3.132
F: -4.084 -3.485 1.370
H: 1.799 2.349 1.369
C: -0.693 1.548 2.715
H: 3.232 1.376 1.683
H: -2.163 -0.537 -1.144
C: 0.647 -5.571 0.273
N: -1.071 1.300 1.460
C: 2.228 1.350 1.254
F: -3.162 -2.094 3.694
H: -3.456 3.110 3.824
Sb: -2.682 -2.391 1.917
H: 0.179 -7.649 0.197
C: 1.335 -6.005 2.959
C: -1.515 2.227 3.592
F: -3.609 -0.816 1.435
N: 1.357 0.401 1.979
H: -4.151 2.591 1.495
H: 1.244 1.738 3.637
H: 2.725 0.018 -0.386
H: 0.482 1.885 -0.525
Ni: -0.155 -0.358 0.565
C: -0.944 0.764 -2.212

Properties
net charge = +1
E_LUMO (spin up / spin down) = -3.0 / -6.1 eV
strongest force on any atom = 1.6 eV/A
frontier orbital gap (spin up / spin down) = 9.27 / 6.35 eV
HOMO level (spin up / spin down) = -12.2 / -12.4 eV
multiplicity = 4
E_tot = -3304.46665 Ha

These are the Löwdin partial charges, in e, on atoms 1 to 2: number 1, C, carries -0.034; number 2, C, carries -0.178



(5)
Computed, not measured: 2 unconnected molecules or ions with the total composition C3H10O2S2 at a distorted geometry, with the ωB97M-V functional and the def2-TZVPD basis.

Element x y z (Å)
H: -2.026 0.529 0.685
C: 0.910 2.305 -0.305
H: 1.874 0.109 -1.505
H: -1.338 0.540 -0.872
H: 2.260 1.387 0.900
S: -0.228 -0.791 0.940
H: -1.171 2.842 0.532
H: 0.890 -0.926 -1.429
H: -2.647 -1.982 0.192
O: 1.397 -0.433 -2.106
H: 0.604 1.927 -1.391
H: 1.131 3.305 -0.306
C: -1.046 0.704 0.172
C: -0.342 1.979 0.632
O: 2.155 1.650 -0.080
H: -0.135 1.907 1.745
S: -1.334 -2.290 0.057

Properties
E_LUMO = 0.2 eV
structure (SMILES) = OCCCSS.O
strongest force on any atom = 4.0 eV/A
frontier orbital gap = 9.15 eV
HOMO level = -8.9 eV
E_tot = -1067.10482 Ha

These are the Löwdin partial charges, in e, on atoms 1 to 2: number 1, H, carries 0.055; number 2, C, carries -0.251



(6)
Computed, not measured: 8 unconnected molecules or ions with the total composition C12H43N3O8 at a distorted geometry, with the ωB97M-V functional and the def2-TZVPD basis.

Element x y z (Å)
H: -4.516 -0.993 16.637
H: 3.940 -4.694 19.118
H: 2.994 -4.530 12.394
H: -4.345 -4.026 17.341
H: 2.964 -5.211 13.746
H: 0.083 -5.943 15.034
H: 2.010 -7.802 14.899
H: 2.213 -7.850 17.345
C: -3.691 -3.144 15.389
H: 3.286 -10.255 16.190
H: 3.171 -5.279 17.575
C: 1.582 -2.942 18.233
H: 5.825 -9.542 14.767
O: -2.917 -2.035 15.803
H: -2.641 -5.768 17.479
H: -5.729 -4.843 15.967
H: -3.650 -2.027 17.654
H: -2.031 -5.273 16.001
O: -0.912 -7.515 14.339
C: 3.286 -9.452 15.452
H: 3.973 -6.970 15.408
H: 1.098 -4.872 14.696
H: 1.547 -3.097 17.155
N: 0.611 -5.220 18.415
H: -4.976 -5.904 16.724
H: 0.610 -7.512 16.701
H: 6.420 -8.669 16.173
H: 3.004 -6.097 19.031
H: -0.489 -1.499 17.186
N: 0.968 -9.537 14.745
H: -0.383 -7.304 13.570
H: 5.580 -10.173 16.429
H: 0.929 -10.438 15.200
C: 1.715 -4.349 18.894
O: 3.731 -6.071 15.182
H: 0.701 -5.317 17.414
H: -4.712 -2.834 15.166
H: 1.374 -6.136 12.449
H: -2.818 -0.565 17.240
C: -3.496 -1.319 16.839
O: 4.348 -8.579 15.766
H: 1.055 -7.393 11.667
H: 1.075 -9.094 17.485
C: 3.041 -5.081 18.639
O: 2.412 -4.734 13.126
C: 5.599 -9.282 15.801
C: 0.132 -1.100 17.988
H: -0.479 -8.275 14.728
C: -2.584 -4.878 16.853
O: 0.736 -6.846 12.385
C: 1.900 -8.745 15.434
O: 0.572 -5.216 15.418
H: -1.879 -4.204 17.339
C: 1.368 -8.288 16.812
O: 0.556 -2.172 18.843
N: -4.843 -5.326 15.907
H: -3.381 -3.613 14.454
H: 2.879 -5.940 15.598
H: 1.610 -4.272 19.976
H: 1.264 -9.733 13.800
H: -0.362 -0.261 18.478
H: 0.930 -0.742 17.336
H: 2.528 -2.423 18.386
C: -3.871 -4.280 16.393
H: -0.299 -4.810 18.575
H: 3.419 -10.027 14.536

Properties
E_LUMO = 0.2 eV
structure (SMILES) = COC[C@H](C)N.COC[C@H](C)N.COC[C@H](C)N.O.O.O.O.O
strongest force on any atom = 2.3 eV/A
frontier orbital gap = 8.65 eV
HOMO level = -8.4 eV
E_tot = -1249.10626 Ha

These are the Löwdin partial charges, in e, on atoms 1 to 2: number 1, H, carries 0.091; number 2, H, carries 0.077



(7)
Computed, not measured: C22H19ClN2S in the gas phase at a distorted geometry, with the ωB97M-V functional and the def2-TZVPD basis.

Element x y z (Å)
C: -0.431 2.291 1.465
H: -0.925 2.576 5.576
S: 2.557 -5.594 -0.667
H: 4.236 -4.378 -3.736
C: 0.986 0.411 2.218
C: 1.045 1.000 3.527
C: 3.692 -4.569 -2.856
H: 0.638 0.874 -2.028
H: -2.403 -0.397 -0.450
C: 0.115 2.703 5.253
H: -0.665 1.256 -3.966
C: -0.163 1.014 -1.382
H: 1.578 -3.403 0.869
C: 0.206 1.024 1.209
C: 0.829 -0.785 0.402
H: 1.160 -1.380 -1.512
C: 1.603 -2.981 -0.128
C: -1.549 0.871 -3.467
H: 1.527 0.497 4.340
C: -0.444 2.867 2.774
C: -1.432 0.539 -2.070
C: 1.227 -1.750 -0.536
H: -2.712 0.764 -5.322
C: -1.273 4.080 2.939
H: -0.637 4.753 3.475
H: 0.249 3.862 5.236
H: -1.032 2.776 0.673
C: 2.382 -3.884 -1.030
C: 0.203 2.182 3.819
H: -1.614 4.597 1.995
C: 2.982 -3.523 -2.155
N: 1.400 -0.764 1.601
C: -2.540 0.015 -1.443
H: -4.566 -0.810 -1.607
Cl: -5.191 -0.635 -4.418
C: -3.742 -0.297 -2.118
N: 0.178 0.408 -0.008
H: 3.108 -2.448 -2.270
H: -2.169 3.963 3.434
H: 4.069 -6.681 -2.466
H: 0.727 2.131 6.005
H: -0.250 2.113 -1.320
C: -2.709 0.532 -4.162
C: 3.532 -5.765 -2.194
C: -3.785 -0.054 -3.499

Properties
E_LUMO = -0.1 eV
structure (SMILES) = Cc1cc2nc(/C=C/c3cccs3)n(Cc3ccc(Cl)cc3)c2cc1C
strongest force on any atom = 6.5 eV/A
frontier orbital gap = 7.53 eV
HOMO level = -7.6 eV
E_tot = -1817.53675 Ha

These are the Löwdin partial charges, in e, on atoms 1 to 2: number 1, C, carries 0.044; number 2, H, carries 0.072



(8)
Computed, not measured: 4 unconnected molecules or ions with the total composition C2H10O2S2 at a distorted geometry, with the ωB97M-V functional and the def2-TZVPD basis.

Element x y z (Å)
H: -1.946 1.044 -2.400
C: 1.257 0.763 1.066
O: -0.982 -1.199 2.029
H: 2.323 0.436 0.831
S: -1.269 -0.733 -1.056
O: 2.072 -1.957 -1.189
H: 1.236 -1.494 -1.068
H: -1.836 -1.244 2.461
H: -2.516 1.274 -0.657
S: 1.064 2.361 0.371
C: -1.708 0.956 -1.338
H: -0.798 1.557 -1.067
H: 0.495 0.114 0.498
H: 1.039 0.626 2.148
H: 2.661 -1.387 -1.690
H: -1.092 -1.117 1.062

Properties
E_LUMO = -4.0 eV
strongest force on any atom = 1.8 eV/A
frontier orbital gap = 5.00 eV
HOMO level = -9.0 eV
E_tot = -1028.89244 Ha

These are the Löwdin partial charges, in e, on atoms 1 to 2: number 1, H, carries 0.031; number 2, C, carries -0.585



(9)
Computed, not measured: a molecular structure, C28H48F9N3O7S at a distorted geometry, with the ωB97M-V functional and the def2-TZVPD basis.

Element x y z (Å)
N: 2.145 1.519 4.912
H: -3.399 -1.907 -2.521
F: -0.479 -4.665 -1.017
O: 0.837 -1.885 4.483
H: -4.546 -6.306 -4.431
H: -1.535 -0.136 4.450
C: -3.107 1.938 1.732
C: 5.693 0.544 0.650
H: 6.908 -0.629 2.083
C: 2.252 -1.280 -1.656
H: 6.170 1.129 3.122
H: 5.970 -2.304 -0.266
O: -4.425 4.245 -4.397
H: -3.234 0.226 -1.398
H: 1.791 5.580 2.462
H: -4.228 3.493 -3.829
H: -3.620 0.324 -3.660
O: -4.101 0.542 -1.671
C: -5.369 -5.724 -4.002
C: 2.335 0.985 2.480
S: 3.190 1.811 6.092
C: 2.810 1.273 3.784
C: 2.238 5.025 3.286
H: 3.540 0.620 -0.681
H: 7.472 -0.689 0.392
H: -4.030 4.866 -6.296
N: -0.610 -0.175 4.886
O: -5.655 -4.629 -4.869
C: 1.528 -2.584 -2.097
O: -2.150 0.873 1.703
C: 0.371 -0.579 2.554
C: 4.630 0.806 1.718
H: -4.798 0.699 1.220
H: 0.884 -0.644 -0.183
O: 6.454 -3.015 1.596
H: -5.116 -1.893 -2.154
H: -6.256 -6.355 -3.970
F: 2.057 -3.647 -1.468
H: -4.868 -4.077 -4.908
C: -4.374 -0.031 -2.949
F: 3.592 -1.559 -1.747
F: -0.115 -3.005 0.360
H: 2.746 6.777 4.452
H: -0.734 -0.754 5.713
H: -5.349 0.331 -3.274
C: 4.240 1.347 4.050
H: -5.830 -4.650 -2.189
C: 0.807 0.938 2.317
H: 5.951 -3.831 1.503
F: 1.827 -2.750 -3.414
F: 2.010 -0.275 -2.525
C: -3.815 4.006 -5.663
C: 6.582 -0.672 1.038
H: 1.217 -1.166 2.193
H: -4.529 0.869 2.949
C: 2.707 0.513 0.017
H: 3.266 3.384 3.466
H: -4.158 1.874 -5.646
H: -2.803 2.627 2.520
H: 5.290 0.332 -0.344
C: -0.039 -2.545 -2.009
H: 6.359 1.416 0.623
F: -0.538 -1.298 -2.064
C: 3.188 0.769 1.437
C: 0.217 -0.937 4.024
H: -4.583 -1.988 -3.843
H: -2.731 3.940 -5.526
H: -3.895 2.553 -7.265
C: -0.629 -3.363 -0.815
H: 3.697 5.332 4.850
C: 3.233 5.893 4.035
N: 4.596 1.658 5.282
C: 5.853 -2.004 0.790
H: -5.230 2.216 2.030
H: -4.800 -6.074 -1.945
C: -4.354 2.734 -6.291
H: -0.487 -0.858 1.934
H: 1.436 4.693 3.955
H: 4.034 6.215 3.368
H: -5.435 2.799 -6.419
H: -4.134 -4.585 -2.643
C: -5.012 -5.236 -2.611
H: 2.002 1.313 -0.257
C: 1.966 -0.836 -0.213
F: -0.506 -3.182 -3.113
C: -4.370 -1.545 -2.869
F: -1.954 -3.121 -0.781
C: 5.094 1.077 2.950
H: 0.521 1.203 1.297
H: 4.775 -1.896 1.008
H: -3.074 2.470 0.776
H: 2.206 -1.613 0.516
H: 0.351 1.563 3.090
C: -4.501 1.405 1.998
H: -2.416 0.271 1.001
O: 2.880 3.880 2.735

Properties
E_LUMO = -0.5 eV
strongest force on any atom = 2.4 eV/A
frontier orbital gap = 8.23 eV
HOMO level = -8.7 eV
E_tot = -3083.60533 Ha

These are the Löwdin partial charges, in e, on atoms 1 to 2: number 1, N, carries -0.220; number 2, H, carries 0.052



(10)
Computed, not measured: C4H9NO2 in the gas phase at a distorted geometry, with the ωB97M-V functional and the def2-TZVPD basis.

Element x y z (Å)
C: 0.041 -0.968 -0.899
C: 0.666 1.243 -0.121
H: 0.015 3.047 0.783
H: -0.323 -2.810 0.165
C: -0.555 0.721 -0.803
H: 1.558 2.367 1.229
H: -0.615 1.028 -1.852
N: 0.696 2.317 0.707
H: -0.373 -1.273 -1.847
H: 1.129 -1.252 -0.979
C: -0.505 -1.728 0.277
H: -1.578 -1.530 0.265
O: 1.687 0.591 -0.249
O: 0.089 -1.263 1.480
H: -1.515 1.160 -0.363
H: -0.416 -1.649 2.207

Properties
E_LUMO = 0.9 eV
structure (SMILES) = NC(=O)CCCO
strongest force on any atom = 2.0 eV/A
frontier orbital gap = 9.96 eV
HOMO level = -9.1 eV
E_tot = -362.98790 Ha

These are the Löwdin partial charges, in e, on atoms 1 to 2: number 1, C, carries -0.109; number 2, C, carries -0.597



(11)
Computed, not measured: C3H4O2 in the gas phase at a distorted geometry, with the ωB97M-V functional and the def2-TZVPD basis.

Element x y z (Å)
C: 0.554 -0.778 -1.095
C: -0.566 0.852 0.460
O: 1.580 -0.635 -0.280
H: -1.350 0.717 1.285
H: 0.200 -0.789 -2.032
H: -0.077 -1.511 0.941
C: 0.171 -0.647 0.240
O: -0.833 1.533 -0.568
H: 0.320 1.258 1.048

Properties
E_LUMO (spin up / spin down) = -0.2 / -1.9 eV
strongest force on any atom = 4.7 eV/A
frontier orbital gap (spin up / spin down) = 9.22 / 5.58 eV
HOMO level (spin up / spin down) = -9.4 / -7.5 eV
E_tot = -266.94899 Ha

These are the Löwdin partial charges, in e, on atoms 1 to 2: number 1, C, carries 0.000; number 2, C, carries -0.409



(12)
Computed, not measured: C5H10N3PS in the gas phase at a distorted geometry, with the ωB97M-V functional and the def2-TZVPD basis.

Element x y z (Å)
H: -0.163 1.339 -0.817
H: 3.767 -0.660 1.536
C: -2.542 1.016 0.959
H: -2.181 2.011 0.856
H: -2.721 0.673 -0.081
H: -3.289 0.631 1.668
N: 1.239 -0.146 -0.436
H: -0.431 -1.052 -2.254
H: -1.708 0.095 -2.013
H: 0.758 -2.022 -0.451
H: -1.652 -1.481 -1.196
N: 1.513 -1.444 -0.539
H: -0.224 1.027 1.777
C: -0.146 0.217 -0.473
S: 2.285 2.117 0.487
C: 2.147 0.543 0.290
C: 2.947 -0.560 0.769
C: -1.086 -0.590 -1.590
N: 2.469 -1.690 0.329
P: -0.983 -0.026 1.178

Properties
E_LUMO = 0.3 eV
structure (SMILES) = CP[C@H](C)n1[nH]ncc1=S
strongest force on any atom = 4.7 eV/A
frontier orbital gap = 8.51 eV
HOMO level = -8.2 eV
E_tot = -1100.20379 Ha

These are the Löwdin partial charges, in e, on atoms 1 to 2: number 1, H, carries 0.131; number 2, H, carries 0.134